7 unconnected molecules or ions with the total composition C6H24IN12O6, computed with ωB97M-V/def2-TZVPD.

Values from the calculation:
E_tot = -1649.4784 hartree
lowest unoccupied orbital energy = 0.0834 Eh
HOMO level = -6.366 eV
gap between HOMO and LUMO = 8.634 eV
net charge = -1
ΔE to the lowest compared entry with this formula, charge and spin = 79.3 kcal per mole

Element x y z (Å)
I -0.248 0.165 -0.044
C 4.081 -0.541 -0.198
O 5.305 -0.620 -0.393
N 3.466 0.509 0.202
N 3.259 -1.497 -0.444
H 3.939 1.372 -0.024
H 2.458 0.540 0.269
H 2.308 -1.394 -0.118
H 3.569 -2.394 -0.789
C 2.157 1.983 3.508
O 2.855 2.416 4.390
N 1.222 2.664 2.803
N 2.097 0.776 2.975
H 1.089 2.212 1.910
H 0.978 3.601 3.093
H 2.924 0.239 3.195
H 1.374 0.308 2.448
C -2.620 0.757 3.943
O -3.455 0.646 4.850
N -1.448 1.267 4.092
N -2.747 0.391 2.696
H -0.943 1.585 3.277
H -1.165 1.486 5.037
H -1.960 0.090 2.140
H -3.637 -0.023 2.456
C 0.688 2.087 -3.550
O 1.714 2.486 -4.118
N 0.148 0.935 -3.846
N 0.056 2.698 -2.563
H 0.505 0.393 -4.620
H -0.757 0.711 -3.458
H -0.346 2.027 -1.923
H 0.295 3.623 -2.234
C -3.844 0.808 -2.765
O -3.796 1.778 -1.974
N -3.076 -0.179 -2.567
N -4.491 0.657 -3.809
H -2.999 -1.023 -3.117
H -2.460 0.027 -1.793
H -4.382 -0.170 -4.379
H -4.971 1.497 -4.097
C -0.191 -4.272 -0.136
O -1.364 -4.077 -0.339
N 0.682 -3.346 -0.069
N 0.472 -5.406 -0.031
H 1.599 -3.721 0.124
H 0.299 -2.412 -0.109
H 0.107 -6.216 -0.513
H 1.251 -5.445 0.610